(1)
Below is a 2-piece molecular cluster, C5H13N overall, with properties calculated with ωB97M-V/def2-TZVPD.

Structure (XYZ):
```
19
Properties=species:S:1:pos:R:3
C 1.68825 -2.06407 0.55189
H -1.47411 1.81876 -1.56770
C 1.02120 -0.75262 0.81270
H 1.44580 2.22357 1.75710
H 2.22586 -2.04086 -0.39720
H -2.26825 -0.84961 -2.52144
C 0.72104 1.43799 1.98136
H -0.13720 1.56266 1.32330
H 0.39047 1.56447 3.01399
C 1.35528 0.09677 1.77413
H 0.19798 -0.47287 0.15969
C -2.16463 0.22983 -2.63934
N -1.63304 0.82831 -1.41909
H -2.30974 0.75958 -0.66817
H -3.13847 0.62231 -2.95787
H 2.40860 -2.31566 1.32974
H 0.96074 -2.87654 0.49863
H 2.18061 -0.16861 2.43211
H -1.47039 0.39661 -3.46382
```

As for the SMILES: C/C=C/C.CN. As for the HOMO energy: -8.89 eV. The calculation puts the relative energy (zero: lowest compared OMol25 entry of this formula, charge and spin) at 102.5 kJ/mol. Its total charge is 0. The gap between HOMO and LUMO is 10.0 eV. As for the spin multiplicity: 1.

Here are the Löwdin charges for atoms 1 to 8, given in e: -0.113, 0.058, -0.190, 0.070, 0.069, 0.065, -0.111, 0.056



(2)
Below is C5H13N as an isolated structure, with properties calculated with ωB97M-V/def2-TZVPD.

Structure (XYZ):
```
19
Properties=species:S:1:pos:R:3
H 1.66217 -2.06768 0.44738
H 1.29865 0.13798 1.58741
H 0.02025 -0.03546 -0.16896
N -1.84494 1.20437 0.59852
H -3.79925 -0.31513 -0.38383
C -1.70060 0.06188 0.05326
C 1.30400 0.07493 0.49481
H 1.60494 1.38560 -1.21050
H -2.82926 -1.76159 -0.00316
H 1.96906 -1.24734 -1.08768
C 1.71085 1.40476 -0.12182
H -0.12710 -0.19058 0.62529
H -2.83193 1.51277 0.63771
C -2.81190 -0.78749 -0.50098
H 3.11566 -1.08814 0.23950
C 2.04994 -1.14958 -0.00098
H 1.09264 2.21633 0.26140
H 2.76016 1.62828 0.09664
H -2.64336 -0.98392 -1.56402
```

As for the HOMO energy: -6.98 eV. The calculation puts the relative energy (zero: lowest compared OMol25 entry of this formula, charge and spin) at 557.0 kJ/mol. Its total charge is 0. The gap between HOMO and LUMO is 8.0 eV. As for the spin multiplicity: 1.

Here are the Löwdin charges for atoms 1 to 8, given in e: 0.074, 0.122, 0.146, 0.027, 0.060, -0.383, -0.357, 0.078



(3)
Below is one molecule with the formula C5H13N, with properties calculated with ωB97M-V/def2-TZVPD.

Structure (XYZ):
```
19
Properties=species:S:1:pos:R:3
C -2.42975 0.71939 0.43493
H -0.73170 -1.32074 1.68793
H -2.94548 1.67424 0.50072
C 0.19005 -1.00738 1.19770
H 1.65176 1.04785 0.14604
N -0.99959 0.97973 0.49525
C 1.10060 0.48807 -0.61443
H 0.83031 1.25423 -1.34061
H 1.79856 -0.75535 -2.29047
H 2.02749 -1.47558 -0.70608
H -2.73601 0.21700 -0.48784
C 2.05566 -0.53299 -1.24703
H -2.73173 0.14899 1.31596
H 3.07266 -0.15894 -1.21937
H -0.69810 -0.67074 -0.75467
C -0.14062 -0.10029 0.01230
H -0.77088 1.83708 0.00643
H 0.69029 -1.93856 0.95396
H 0.76649 -0.40601 1.90927
```

As for the SMILES: CC[C@@H](C)NC. As for the HOMO energy: -8.71 eV. The calculation puts the relative energy (zero: lowest compared OMol25 entry of this formula, charge and spin) at 46.0 kJ/mol. Its total charge is 0. The gap between HOMO and LUMO is 9.9 eV. As for the spin multiplicity: 1.

Here are the Löwdin charges for atoms 1 to 8, given in e: -0.130, 0.068, 0.074, -0.060, 0.112, -0.108, -0.238, 0.105



(4)
Below is a 2-piece molecular cluster, C5H13N overall, with properties calculated with ωB97M-V/def2-TZVPD.

Structure (XYZ):
```
19
Properties=species:S:1:pos:R:3
H -1.07627 2.97991 1.22154
H 1.55042 1.50937 -1.85979
C -1.74526 -2.04591 0.68508
H -0.56287 2.30172 -0.94275
H 2.23139 2.76629 -0.85270
N 0.24833 -2.76451 -0.61009
C 0.23464 2.20684 -0.20338
H -0.48963 -0.53590 -0.52674
H 0.70620 2.61253 1.77354
H 0.20289 -1.04546 0.93645
H 1.26119 -2.68769 -0.67491
H -1.99191 -1.22856 1.32763
C -0.40207 -1.51664 0.11384
C 1.59500 1.87553 -0.83239
H 2.24355 1.03807 -0.36252
H -2.44409 -2.34010 -0.01611
C -0.11397 2.55149 1.07132
H -1.47652 -2.86278 1.38872
H 0.02896 -2.81420 -1.63672
```

As for the SMILES: C=CC.CCN. As for the HOMO energy: -9.32 eV. The calculation puts the relative energy (zero: lowest compared OMol25 entry of this formula, charge and spin) at 228.2 kJ/mol. Its total charge is 0. The gap between HOMO and LUMO is 10.3 eV. As for the spin multiplicity: 1.

Here are the Löwdin charges for atoms 1 to 8, given in e: 0.037, 0.054, -0.120, 0.081, 0.063, -0.039, -0.244, 0.098



(5)
Below is an isolated ion of composition C5H13N2 and charge +1, with properties calculated with ωB97M-V/def2-TZVPD.

Structure (XYZ):
```
20
Properties=species:S:1:pos:R:3
H 0.94795 2.35574 -0.44501
N -0.70713 0.83699 1.59352
H -2.02384 -0.27570 2.62003
C -0.91126 -0.18098 2.47346
H 1.76011 -1.17486 -1.52318
C 1.33526 -0.10592 -1.40538
H 0.98851 -0.77926 0.53071
H -1.67510 -1.29007 -0.33052
C 0.37095 -0.46775 -0.24040
H 0.88253 0.23696 -2.31331
H -0.48217 -1.14323 2.08667
H -0.46606 1.79012 -1.40023
H 2.18199 0.40030 -1.04420
C -0.71479 -1.44322 -0.75702
H -0.68363 2.74107 0.18568
C -0.14787 1.98695 -0.34121
H -0.95747 -1.29695 -1.80823
N -0.21813 0.77350 0.44510
H -0.64574 -0.00167 3.52699
H -0.67427 -2.53915 -0.59125
```

As for the SMILES: C/N=[N+](/C)C(C)C. As for the HOMO energy: -15.37 eV. The calculation puts the relative energy (zero: lowest compared OMol25 entry of this formula, charge and spin) at 381.7 kJ/mol. Its total charge is +1. The gap between HOMO and LUMO is 10.2 eV. As for the spin multiplicity: 1.

Here are the Löwdin charges for atoms 1 to 8, given in e: 0.147, 0.096, 0.147, -0.058, 0.138, -0.044, 0.113, 0.061



(6)
Below is an isolated ion of composition C5H13N2 and charge +1, with properties calculated with ωB97M-V/def2-TZVPD.

Structure (XYZ):
```
20
Properties=species:S:1:pos:R:3
H 0.72277 -0.07399 2.87988
C -1.36562 -0.37067 -0.59812
H 2.58394 -1.59748 1.21685
H 0.34455 2.20315 -1.28806
H -1.38707 -1.40893 -0.95899
H -1.27312 -0.18898 -2.61037
H 2.18172 -0.71301 3.51916
C 1.65884 -1.16490 1.55617
H -0.56960 2.23285 -2.78760
H -2.34718 -0.15827 -0.17974
H -1.34230 2.35705 -1.28175
N 0.71423 -1.12328 0.64260
C -0.48199 -0.25084 0.66428
H 0.33642 -0.09886 -2.02400
H -0.29314 0.81558 0.82114
H -0.95057 -0.59209 1.58878
C -0.67134 0.29555 -1.84090
N 1.58652 -0.57066 2.72040
H 1.10109 -1.39230 -0.25919
C -0.54817 1.80008 -1.78055
```

As for the SMILES: CCCCNC=[NH2+]. As for the HOMO energy: -14.62 eV. The calculation puts the relative energy (zero: lowest compared OMol25 entry of this formula, charge and spin) at 146.3 kJ/mol. Its total charge is +1. The gap between HOMO and LUMO is 11.1 eV. As for the spin multiplicity: 1.

Here are the Löwdin charges for atoms 1 to 8, given in e: 0.121, -0.164, 0.164, 0.075, 0.113, 0.111, 0.146, -0.128



(7)
Below is a 2-piece molecular cluster, C5H13N2 overall, with properties calculated with ωB97M-V/def2-TZVPD.

Structure (XYZ):
```
20
Properties=species:S:1:pos:R:3
H -0.08122 -2.58483 -0.37005
N -1.02278 -0.67728 -0.51760
C -1.10962 -1.96480 -0.18936
C -1.63640 0.29330 0.35833
N 1.52460 0.16292 0.07770
H 3.39688 0.39412 -0.61633
H -1.89354 2.54835 0.64602
C 2.33568 0.38055 -0.95443
H -1.05755 0.05841 1.35278
C -1.54697 1.78263 -0.11578
H -1.63608 -2.28455 -1.15691
H 2.68816 -0.78821 1.60155
H -0.49228 2.05737 -0.43789
H 0.93565 -0.73644 1.88928
H -2.70476 -0.06012 0.40283
H -2.11566 1.91351 -0.96556
H -1.62200 -2.40743 0.76289
C 1.74355 -0.42389 1.11736
H 2.19109 -0.44620 -1.73814
H 2.04612 1.25844 -1.46059
```

As for the HOMO energy (alpha / beta): -13.45 / -13.47 eV. The calculation puts the relative energy (zero: lowest compared OMol25 entry of this formula, charge and spin) at 695.1 kJ/mol. Its total charge is +1. The gap between HOMO and LUMO (alpha / beta) is 6.3 / 6.3 eV. As for the spin multiplicity: 1.

Here are the Löwdin charges for atoms 1 to 8, given in e: 0.193, 0.091, -0.142, -0.217, -0.095, 0.114, 0.109, -0.136



(8)
Below is an isolated ion of composition C5H13N2 and charge +1, with properties calculated with ωB97M-V/def2-TZVPD.

Structure (XYZ):
```
20
Properties=species:S:1:pos:R:3
C 1.38657 0.38822 0.06688
H 0.73464 0.50592 -1.98581
C -1.03725 0.84262 -0.63304
N 0.76659 -0.02890 1.24603
H 2.52949 -1.34943 -0.36820
C -2.24095 -0.02536 -0.22691
H 0.03459 -0.85158 -1.05903
H -2.48690 -1.76576 0.83833
H 3.40725 -0.24122 0.63852
H 1.61040 1.49612 0.13401
N -1.91304 -0.93426 0.82958
H -0.82081 1.49160 0.23865
H -3.11136 0.61905 -0.03822
C 0.28034 0.22250 -1.03904
H 3.15891 0.07442 -1.15211
H -1.42814 1.52864 -1.39707
H 1.23219 0.34858 2.08540
C 2.72838 -0.28673 -0.21202
H -2.52770 -0.63628 -1.10037
H -0.95447 -0.94270 1.14405
```

As for the HOMO energy: -13.33 eV. The calculation puts the relative energy (zero: lowest compared OMol25 entry of this formula, charge and spin) at 623.3 kJ/mol. Its total charge is +1. The gap between HOMO and LUMO is 4.7 eV. As for the spin multiplicity: 1.

Here are the Löwdin charges for atoms 1 to 8, given in e: -0.429, 0.127, -0.198, 0.312, 0.099, -0.239, 0.128, 0.115